C37H38FN9O3S6SeTi as an isolated structure in a non-equilibrium geometry, computed with wB97M-V/def2-TZVPD.

```
96
Properties=species:S:1:pos:R:3:forces:R:3
Se -2.5272 4.4423 -0.8522 0.05 -0.11 0.14
Ti -0.9294 1.7411 0.1732 0.16 -0.12 -1.20
S 2.3022 0.0359 0.3259 0.08 -0.09 0.15
S 0.6037 3.4627 1.0128 0.23 -0.33 0.09
S 4.7065 -1.6429 0.0795 0.02 -0.09 -0.07
S 6.6243 0.3911 0.6082 0.06 0.05 -0.02
S 7.5975 -2.3845 0.1020 -0.12 0.10 -0.01
S 4.5942 2.5685 1.0219 0.04 -0.03 -0.02
F -0.7123 -4.5416 2.6372 0.01 -0.02 -0.02
O -0.1601 0.9129 -3.7871 -0.08 -0.14 0.01
O -0.5355 1.7101 -1.7525 -0.21 -0.43 0.43
O -0.7456 -0.1904 0.3300 -0.02 1.08 -0.36
N -1.4259 7.0740 -1.1098 -0.05 0.10 -0.05
N 1.7524 2.5691 3.2244 0.09 -0.02 -0.09
N -1.4804 1.9327 2.2039 0.03 0.02 0.25
N -0.9272 6.1321 0.7870 -0.16 0.19 -0.18
N -3.0799 1.4427 0.1901 0.01 -0.01 0.21
N 0.1575 -6.4608 0.7432 -0.06 -0.04 -0.10
N 1.6436 -8.3453 0.3944 -0.07 0.19 -0.04
N -0.4534 2.0142 3.0801 0.19 0.21 0.09
N -0.0008 -2.9597 -2.6073 -0.05 -0.13 0.02
C -2.6724 1.6288 2.5636 -0.17 -0.05 -0.23
C -0.0605 -4.7207 -0.9466 0.06 0.02 0.08
C -0.3473 0.7358 -2.5972 0.09 0.33 0.05
C -0.2144 -3.3963 -1.3028 0.06 0.13 0.00
C -0.1933 -5.1198 0.4097 0.02 0.02 -0.04
C -0.1253 -1.6398 -2.9300 0.08 0.07 0.00
C -0.5337 -1.0402 -0.6521 -0.22 -0.15 -0.07
C 0.9896 9.2515 1.3942 0.01 0.00 0.03
C 1.6863 -4.5393 -3.6324 0.00 0.02 -0.02
C 0.6076 2.5975 2.5255 -0.19 -0.21 0.46
C -0.5242 -2.4099 -0.3219 0.28 -0.03 0.08
C -0.5453 -4.1608 1.3369 -0.04 -0.02 0.06
C 0.5328 7.9827 1.7165 0.00 -0.02 -0.01
C -0.6541 -7.5516 0.2445 -0.04 -0.04 0.09
C -5.8007 1.1457 0.5145 0.06 0.02 0.06
C 0.3162 -3.9209 -3.6231 0.02 0.01 -0.03
C -3.8674 1.2763 -0.8663 0.00 0.01 -0.09
C 1.4956 -8.1198 1.8694 0.02 -0.04 -0.06
C 4.0103 -0.0651 0.3976 -0.20 0.22 0.01
C 0.6354 9.8736 0.1956 0.03 0.04 0.00
C 6.3764 -1.2644 0.2503 0.19 -0.13 0.06
C -3.1103 1.4618 3.9788 0.00 -0.05 0.05
C -0.6999 -2.8325 1.0220 -0.04 0.03 -0.12
C -5.2382 1.1139 -0.7498 0.03 0.01 -0.07
C -0.1823 9.2464 -0.7317 -0.03 -0.07 -0.02
C -0.6290 7.9740 -0.4123 0.05 0.04 0.05
C 0.3096 -8.6773 -0.2088 0.08 -0.03 0.05
C -3.6098 1.4436 1.4234 -0.14 0.19 0.51
C -0.2864 7.3587 0.7910 -0.04 0.04 -0.03
C 3.8995 3.1225 -0.5525 -0.05 0.05 -0.06
C -4.9775 1.3144 1.6179 -0.04 -0.09 -0.08
C -0.3598 -0.6582 -2.0232 0.03 -0.33 -0.18
C 1.2913 -3.5556 -4.6968 0.02 -0.01 0.05
C -1.5923 5.9501 -0.3738 0.02 -0.10 0.01
C -1.9626 7.3067 -2.4338 0.02 -0.01 0.04
C 0.7384 -6.7754 2.0282 0.04 -0.03 0.05
C 4.9478 0.8923 0.6542 -0.17 -0.09 0.04
H -3.7254 2.3075 4.2971 0.00 0.01 -0.02
H 1.8655 -7.4139 0.0077 0.07 -0.06 0.00
H 1.4255 -5.9798 2.3090 0.00 0.02 -0.01
H -0.4524 9.7235 -1.6640 0.01 0.02 0.01
H 1.0136 10.8647 -0.0166 -0.01 0.00 0.00
H -2.2345 1.4121 4.6199 0.01 0.02 -0.01
H 0.9357 -8.9677 2.2594 0.02 0.00 0.02
H -0.8974 -2.1023 1.7915 -0.01 -0.01 0.00
H -2.3245 6.3591 -2.8234 -0.01 0.00 0.00
H -5.8400 0.9833 -1.6374 0.00 0.00 0.01
H -0.5145 -4.5641 -3.9006 -0.01 0.01 0.01
H 2.3672 -9.0171 0.1537 -0.03 -0.06 0.04
H 1.7708 -5.5852 -3.8985 0.01 0.00 0.01
H 1.0897 -3.9174 -5.6947 0.00 0.00 0.00
H -3.7011 0.5533 4.1052 0.01 0.00 -0.02
H 1.6360 9.7711 2.0888 0.00 0.00 -0.01
H -1.2524 -7.2093 -0.5949 0.02 0.02 -0.02
H -6.8702 1.0460 0.6455 0.00 0.00 -0.01
H 3.5029 4.1254 -0.3951 0.03 0.00 0.03
H 0.2619 -5.4501 -1.6768 -0.02 -0.01 0.00
H 1.8161 1.8499 3.9292 -0.06 0.04 0.05
H -1.1700 7.6877 -3.0764 -0.01 0.00 -0.02
H 3.0800 2.4614 -0.8318 0.02 -0.01 0.00
H 0.8110 7.4991 2.6429 -0.01 -0.01 0.00
H 2.3754 -4.1866 -2.8764 0.00 -0.01 0.00
H -2.7821 8.0247 -2.3926 0.00 0.00 -0.02
H 1.7492 -2.5781 -4.6480 -0.01 0.00 -0.01
H 0.4486 -8.7132 -1.2878 -0.04 0.03 0.00
H 2.4854 -8.1083 2.3185 -0.01 0.04 0.02
H -5.3862 1.3496 2.6174 -0.01 -0.01 -0.01
H 4.6679 3.1484 -1.3224 0.01 -0.03 0.01
H -3.3678 1.2930 -1.8281 -0.03 -0.01 -0.02
H -0.0008 -6.8838 2.8291 0.01 0.02 0.00
H -1.3398 -7.9350 1.0133 -0.01 0.00 -0.02
H -0.7328 5.3411 1.3856 0.08 -0.13 0.12
H 0.0194 -1.3816 -3.9670 -0.03 0.03 0.00
H 2.5954 2.7208 2.6803 0.04 -0.02 0.00
H 0.0204 -9.6611 0.1546 -0.01 -0.01 -0.03
```
Positions in Å, forces in eV/Å.

Computed properties:
Molecular weight = 995.00 g/mol
Multiplicity = 3
Max |F| = 1.2 eV/Å
Expectation value of S² = 2.033
Relative energy (zero: lowest compared OMol25 entry of this formula, charge and spin) = 1.928 eV
Lowest unoccupied orbital energy (alpha / beta) = -1.00 / -1.01 eV
Orbital gap (alpha / beta) = 3.60 / 4.52 eV
HOMO level (alpha / beta) = -4.60 / -5.53 eV